Record 1
The following is a quantum chemistry calculation of 7 unconnected molecules or ions with the total composition C22H33F6O19P3 in a non-equilibrium geometry, from the OMol25 dataset.

Geometry (Å):
C 1.46 0.71 -1.57
C 1.24 -0.14 -0.30
P 1.84 -1.92 -0.49
C 1.27 -2.70 1.13
C -0.24 -3.10 1.10
P 0.76 -2.85 -2.19
P -0.44 -3.85 -3.83
O -0.63 -5.32 -3.40
H 2.44 0.56 -2.03
H 0.64 0.48 -2.26
H 1.38 1.77 -1.32
H 0.15 -0.22 -0.12
H 1.67 0.29 0.61
H 1.38 -1.90 1.88
H 1.92 -3.53 1.42
H -0.80 -2.72 1.96
H -0.29 -4.19 1.04
H -0.75 -2.71 0.21
H -0.12 -1.69 -2.28
H 1.94 -2.90 -2.99
H 0.44 -4.02 -1.41
H 0.22 -3.81 -5.09
H -1.74 -3.26 -3.86
C 6.07 1.05 1.13
C 5.13 0.45 0.12
O 4.25 -0.32 0.92
C 4.21 0.29 2.14
O 3.39 0.08 2.96
O 5.23 1.18 2.28
F 5.78 -0.37 -0.74
H 6.90 0.38 1.36
H 6.46 2.01 0.82
H 4.54 1.18 -0.44
C -4.57 -1.75 1.36
C -3.59 -0.94 2.16
O -2.62 -0.58 1.18
C -3.27 -0.52 -0.01
O -2.85 -0.01 -0.98
O -4.48 -1.13 0.07
F -2.99 -1.71 3.12
H -4.28 -2.80 1.28
H -5.58 -1.69 1.75
H -4.01 -0.04 2.62
C -1.87 -7.21 -5.47
C -3.28 -7.35 -5.95
O -3.18 -6.95 -7.31
C -1.92 -7.26 -7.71
O -1.58 -7.30 -8.85
O -1.12 -7.51 -6.66
F -4.12 -6.50 -5.30
H -1.63 -6.20 -5.13
H -1.63 -7.91 -4.67
H -3.69 -8.36 -5.90
C 1.17 5.89 -1.01
C 1.59 6.25 0.39
O 2.11 5.02 0.88
C 2.58 4.34 -0.19
O 3.31 3.41 -0.13
O 2.13 4.88 -1.35
F 0.52 6.61 1.15
H 0.17 5.47 -1.05
H 1.23 6.73 -1.70
H 2.37 7.02 0.45
C 5.99 5.72 2.22
C 6.27 6.96 3.02
O 5.81 7.99 2.15
C 4.82 7.45 1.41
O 4.04 8.08 0.77
O 4.82 6.10 1.48
F 7.60 7.13 3.23
H 6.79 5.48 1.53
H 5.78 4.85 2.85
H 5.74 7.02 3.97
C -8.76 0.46 4.11
C -7.96 -0.29 5.14
O -6.68 -0.38 4.52
C -6.57 0.71 3.71
O -5.55 1.10 3.25
O -7.77 1.30 3.51
F -8.44 -1.55 5.33
H -9.19 -0.20 3.36
H -9.56 1.05 4.56
H -7.86 0.21 6.10

For the highest occupied orbital energy, the calculation gives -7.2072 eV. As for the SMILES: CCP(CC)[PH3][PH2]=O.O=C1OC[C@@H](F)O1.O=C1OC[C@@H](F)O1.O=C1OC[C@@H](F)O1.O=C1OC[C@@H](F)O1.O=C1OC[C@@H](F)O1.O=C1OC[C@@H](F)O1. The molar mass comes out at 808.40 g/mol.

***

Record 2
The following is a quantum chemistry calculation of C22H33N3O2 in the gas phase, from the OMol25 dataset.

Geometry (Å):
C -1.88 -2.97 -0.68
H -2.63 -2.91 -1.46
H -0.94 -2.59 -1.08
H -1.74 -4.01 -0.41
C -2.31 -2.17 0.55
N -2.63 -0.79 0.26
C -3.91 -0.38 -0.04
C -4.25 0.98 -0.06
C -5.53 1.41 -0.35
C -6.52 0.48 -0.63
C -6.21 -0.86 -0.62
C -4.93 -1.30 -0.33
H -4.73 -2.36 -0.35
H -6.97 -1.60 -0.84
H -7.52 0.81 -0.86
C -5.85 2.88 -0.38
H -6.78 3.08 0.15
H -5.06 3.46 0.09
H -5.97 3.22 -1.41
H -3.51 1.73 0.18
C -1.51 0.11 0.18
H -0.66 -0.47 -0.20
C -1.15 0.74 1.53
C 0.06 1.68 1.43
N 1.24 0.95 1.01
C 2.31 0.73 1.79
O 2.49 1.25 2.88
C 3.31 -0.30 1.23
N 3.06 -0.65 -0.15
C 2.24 -1.72 -0.29
O 1.78 -2.12 -1.34
C 1.99 -2.30 1.10
C 3.06 -1.63 1.96
H 2.74 -1.47 2.99
H 3.97 -2.23 1.97
H 2.06 -3.39 1.07
H 0.98 -2.03 1.41
C 3.66 0.03 -1.28
H 3.17 -0.40 -2.16
C 3.48 1.56 -1.26
C 4.77 2.09 -1.88
C 5.84 1.17 -1.29
H 6.78 1.21 -1.83
H 6.02 1.45 -0.25
C 5.19 -0.21 -1.36
H 5.53 -0.87 -0.56
H 5.44 -0.70 -2.30
H 4.94 3.14 -1.64
H 4.75 1.98 -2.97
H 2.60 1.87 -1.81
H 3.40 1.91 -0.24
H 4.32 0.07 1.38
H 1.20 0.49 0.11
H 0.29 2.12 2.40
H -0.14 2.48 0.71
H -0.93 -0.05 2.25
H -2.00 1.31 1.91
H -1.72 0.90 -0.55
H -3.18 -2.64 1.02
H -1.51 -2.18 1.29

For the highest occupied orbital energy, the calculation gives -7.4328 eV. As for the SMILES: CCN(CCCNC(=O)[C@H]1CCC(=O)N1C1CCCC1)c1cccc(C)c1. The molar mass comes out at 371.52 g/mol.

***

Record 3
The following is a quantum chemistry calculation of a molecular structure, C22H33N3PdSSi2, from the OMol25 dataset.

Geometry (Å):
Pd 0.02 -0.59 -0.38
C -2.11 -1.74 2.12
C -0.66 -1.87 2.46
C -0.25 -2.10 3.79
C 1.07 -2.20 4.09
C 2.03 -2.14 3.06
C 3.42 -2.28 3.29
C 4.33 -2.27 2.25
C 3.88 -2.16 0.94
C 2.51 -1.99 0.66
S 1.99 -1.95 -0.94
C 1.56 -1.94 1.76
N 0.24 -1.78 1.49
H -2.72 -1.63 3.02
H -2.43 -2.63 1.59
H -2.29 -0.88 1.47
H -1.01 -2.17 4.57
H 1.40 -2.36 5.12
H 3.76 -2.41 4.31
H 5.39 -2.39 2.44
H 4.58 -2.21 0.12
N -1.37 -3.44 -1.30
C -2.28 -2.43 -1.39
C -3.62 -2.68 -1.70
C -4.51 -1.65 -1.73
C -4.08 -0.34 -1.47
C -2.76 -0.15 -1.19
N -1.87 -1.18 -1.14
H -1.62 -4.35 -1.65
H -0.39 -3.23 -1.25
H -3.94 -3.70 -1.90
H -5.55 -1.84 -1.96
H -4.76 0.50 -1.50
H -2.36 0.84 -1.00
C -0.78 3.87 0.31
Si 0.54 2.62 0.68
C 2.13 3.43 1.18
C -0.09 1.51 2.07
C 0.96 1.46 -0.77
Si 0.56 1.75 -2.62
C 2.10 2.59 -3.24
C 0.26 0.14 -3.54
C -0.92 2.84 -2.88
H -1.02 4.39 1.24
H -1.70 3.43 -0.08
H -0.43 4.62 -0.41
H 1.96 4.06 2.05
H 2.53 4.06 0.38
H 2.90 2.69 1.44
H -0.48 2.13 2.89
H 0.71 0.89 2.49
H -0.91 0.87 1.75
H 1.98 1.07 -0.66
H 2.97 1.92 -3.22
H 2.33 3.48 -2.65
H 1.92 2.90 -4.27
H 0.73 -0.74 -3.11
H 0.67 0.23 -4.55
H -0.81 -0.06 -3.64
H -0.74 3.85 -2.53
H -1.83 2.46 -2.41
H -1.10 2.89 -3.96

For the highest occupied orbital energy (spin up / spin down), the calculation gives -14.3043 / -14.6134 eV. The molar mass comes out at 534.19 g/mol. Its net charge is +2. The spin multiplicity is 5.

***

Record 4
The following is a quantum chemistry calculation of a molecular structure, C22H34BBaN7S4 in a non-equilibrium geometry, from the OMol25 dataset.

Geometry (Å):
Ba -0.09 2.52 -0.64
C 4.85 1.56 -0.92
C 4.97 0.13 -0.37
C 5.99 -0.61 -1.22
C 5.44 0.13 1.08
N 3.65 -0.57 -0.46
C 3.47 -1.80 -1.10
C 2.22 -2.19 -0.86
N 1.60 -1.23 -0.09
B 0.14 -1.52 0.37
N -0.18 -0.83 1.73
C 0.44 -1.33 2.85
C -0.04 -0.69 3.92
N -0.99 0.22 3.47
C -1.07 0.12 2.11
S -2.10 1.05 1.08
C -1.82 1.08 4.37
C -1.59 2.56 4.04
C -1.40 0.84 5.82
C -3.29 0.70 4.22
N -0.94 -1.29 -0.72
C -2.13 -1.96 -0.54
C -2.88 -1.79 -1.63
N -2.16 -1.00 -2.52
C -0.95 -0.70 -1.95
S 0.31 0.25 -2.60
C -2.77 -0.65 -3.85
C -1.88 0.21 -4.73
C -4.07 0.11 -3.56
C -3.05 -1.97 -4.59
C 2.48 -0.23 0.16
S 2.20 1.19 1.08
H 5.85 1.99 -0.97
H 4.22 2.18 -0.29
H 4.43 1.54 -1.93
H 6.93 -0.06 -1.17
H 5.69 -0.66 -2.27
H 6.18 -1.62 -0.85
H 6.41 0.62 1.15
H 5.54 -0.90 1.44
H 4.74 0.66 1.72
H 4.24 -2.28 -1.67
H 1.69 -3.06 -1.20
H 0.12 -2.71 0.61
H 1.20 -2.08 2.78
H 0.22 -0.80 4.96
H -0.52 2.78 4.08
H -2.10 3.17 4.79
H -1.97 2.81 3.06
H -0.35 1.10 5.98
H -1.57 -0.19 6.13
H -2.00 1.49 6.45
H -3.65 0.87 3.21
H -3.90 1.29 4.91
H -3.43 -0.36 4.47
H -2.35 -2.49 0.37
H -3.88 -2.14 -1.85
H -1.69 1.19 -4.28
H -2.42 0.36 -5.67
H -0.93 -0.27 -4.94
H -3.85 1.02 -3.00
H -4.78 -0.49 -2.99
H -4.53 0.40 -4.50
H -2.12 -2.52 -4.74
H -3.49 -1.74 -5.56
H -3.75 -2.61 -4.05
S -4.02 4.04 -3.54
C -2.73 3.71 -2.63
N -1.78 3.45 -1.97

For the highest occupied orbital energy, the calculation gives -7.6930 eV. The molar mass comes out at 672.97 g/mol.

***

Record 5
The following is a quantum chemistry calculation of a molecular structure, C22H34BClMnN13O, from the OMol25 dataset.

Geometry (Å):
Mn -0.09 -0.29 -0.04
C 4.41 0.28 -0.86
C 3.07 0.26 -1.28
N 2.33 -0.46 -0.45
N 3.15 -0.89 0.52
C 4.40 -0.46 0.30
B 2.61 -1.67 1.75
N 1.83 -0.68 2.66
C 2.21 -0.18 3.84
C 1.26 0.74 4.24
C 0.32 0.73 3.21
N 0.66 -0.14 2.27
N 1.67 -2.78 1.28
C 1.82 -4.11 1.43
C 0.75 -4.73 0.83
C -0.03 -3.68 0.32
N 0.54 -2.51 0.59
H 5.24 0.79 -1.32
H 2.62 0.75 -2.13
H 5.20 -0.72 0.98
H 3.54 -2.12 2.37
H 3.13 -0.50 4.31
H 1.26 1.34 5.14
H -0.57 1.33 3.09
H 2.67 -4.51 1.96
H 0.55 -5.79 0.78
H -0.96 -3.70 -0.23
C 0.22 2.62 -4.18
N 0.31 1.17 -4.21
C 1.41 0.66 -5.02
C 1.68 -0.74 -4.48
N 0.63 -0.91 -3.50
C 0.56 -2.14 -2.74
C 0.02 0.28 -3.17
N -0.71 0.42 -2.12
C -1.57 1.59 -1.98
C -2.36 1.70 -0.65
N -2.11 0.69 0.36
C -2.73 0.72 1.48
N -2.67 -0.29 2.40
C -2.24 -1.65 2.14
C -3.32 0.01 3.64
C -3.84 1.43 3.42
N -3.58 1.70 2.01
C -3.51 3.13 1.71
H 0.48 2.98 -5.17
H 0.91 3.08 -3.46
H -0.79 2.95 -3.96
H 2.30 1.30 -4.92
H 1.13 0.65 -6.08
H 2.67 -0.82 -4.01
H 1.61 -1.52 -5.25
H 0.60 -2.98 -3.43
H -0.39 -2.18 -2.20
H 1.40 -2.22 -2.04
H -2.30 1.59 -2.80
H -0.98 2.50 -2.04
H -3.43 1.70 -0.90
H -2.11 2.69 -0.27
H -2.15 -1.81 1.06
H -3.01 -2.34 2.50
H -1.30 -1.88 2.63
H -2.61 -0.04 4.47
H -4.12 -0.70 3.84
H -3.32 2.15 4.05
H -4.91 1.52 3.62
H -4.26 3.62 2.33
H -3.75 3.34 0.68
H -2.53 3.56 1.95
O 1.92 3.78 -0.11
C 1.24 2.78 -0.01
N 0.57 1.81 0.08
Cl -2.62 -2.22 -1.25

For the highest occupied orbital energy (spin up / spin down), the calculation gives -4.7785 / -4.7925 eV. The molar mass comes out at 597.81 g/mol. Its net charge is -1. The spin multiplicity is 6.

***

Record 6
The following is a quantum chemistry calculation of 2 unconnected molecules or ions with the total composition C22H34BF3N2O8S in a non-equilibrium geometry, from the OMol25 dataset.

Geometry (Å):
C 2.85 -3.54 3.64
C 2.34 -2.42 2.76
C 1.16 -2.84 1.72
C 0.42 -1.77 0.79
N -0.97 -2.43 0.61
C 1.06 -1.34 -0.69
C 2.60 -0.73 -0.56
C 3.80 -1.73 -0.12
C 4.77 -0.88 0.95
O 5.72 -0.03 0.20
C 1.22 -2.76 -1.52
B 1.99 -2.73 -2.97
O 1.11 -2.84 -4.19
O 3.43 -2.67 -3.24
C 0.08 -0.23 -1.47
O 0.87 0.70 -2.35
C -0.92 -0.92 -2.63
C -1.09 -0.31 -4.02
C -0.89 0.72 -0.61
C -2.52 0.34 -0.67
C -3.39 0.97 0.58
C -3.58 2.59 0.58
F -2.41 3.35 1.18
F -4.70 2.86 1.56
F -4.05 3.18 -0.70
C -0.75 2.27 -1.27
C 0.36 3.23 -0.46
C 0.51 4.71 -1.15
C -0.41 4.96 -2.46
N -1.40 4.11 -3.16
C -1.58 2.74 -2.60
O -0.68 0.95 0.79
S 0.08 -0.20 1.71
O 1.27 0.53 2.38
O -0.90 -0.58 2.89
H 4.02 -3.68 3.80
H 2.16 -4.34 4.15
H 2.88 -1.40 2.91
H 0.34 -3.24 2.50
H 1.53 -3.85 1.21
H -1.27 -2.41 -0.38
H -0.90 -3.48 0.78
H 2.60 0.21 0.17
H 3.03 -0.29 -1.58
H 4.55 -1.94 -1.02
H 3.50 -2.79 0.27
H 5.37 -1.61 1.64
H 4.16 -0.17 1.65
H 5.49 0.93 0.39
H 0.18 -3.30 -1.72
H 1.84 -3.57 -0.90
H 1.69 -3.28 -4.90
H 3.62 -1.69 -3.43
H 1.44 0.19 -2.99
H -1.51 -1.92 -2.48
H -2.20 -0.05 -4.34
H -0.18 -0.12 -4.73
H -2.72 -0.83 -0.54
H -3.04 0.61 -1.67
H -4.49 0.53 0.42
H -3.08 0.53 1.65
H 0.98 2.90 0.47
H 1.25 5.54 -0.75
H -0.26 6.04 -2.96
H -2.35 2.02 -3.17
C -5.89 3.08 5.21
O -5.10 1.94 4.90
H -6.33 2.94 6.20
H -5.26 3.97 5.21
H -6.69 3.18 4.47
H -4.72 2.09 4.01

For the highest occupied orbital energy, the calculation gives -8.7146 eV. As for the SMILES: C=CC[C@]1(N)[C@@](CCCO)(CB(O)O)[C@@](O)(C=C)[C@](CCC(F)(F)F)(c2cccnc2)OS1(=O)=O.CO. The molar mass comes out at 554.39 g/mol.

***

Repeat the second record exactly.
The following is a quantum chemistry calculation of C22H33N3O2 in the gas phase, from the OMol25 dataset.

Geometry (Å):
C -1.88 -2.97 -0.68
H -2.63 -2.91 -1.46
H -0.94 -2.59 -1.08
H -1.74 -4.01 -0.41
C -2.31 -2.17 0.55
N -2.63 -0.79 0.26
C -3.91 -0.38 -0.04
C -4.25 0.98 -0.06
C -5.53 1.41 -0.35
C -6.52 0.48 -0.63
C -6.21 -0.86 -0.62
C -4.93 -1.30 -0.33
H -4.73 -2.36 -0.35
H -6.97 -1.60 -0.84
H -7.52 0.81 -0.86
C -5.85 2.88 -0.38
H -6.78 3.08 0.15
H -5.06 3.46 0.09
H -5.97 3.22 -1.41
H -3.51 1.73 0.18
C -1.51 0.11 0.18
H -0.66 -0.47 -0.20
C -1.15 0.74 1.53
C 0.06 1.68 1.43
N 1.24 0.95 1.01
C 2.31 0.73 1.79
O 2.49 1.25 2.88
C 3.31 -0.30 1.23
N 3.06 -0.65 -0.15
C 2.24 -1.72 -0.29
O 1.78 -2.12 -1.34
C 1.99 -2.30 1.10
C 3.06 -1.63 1.96
H 2.74 -1.47 2.99
H 3.97 -2.23 1.97
H 2.06 -3.39 1.07
H 0.98 -2.03 1.41
C 3.66 0.03 -1.28
H 3.17 -0.40 -2.16
C 3.48 1.56 -1.26
C 4.77 2.09 -1.88
C 5.84 1.17 -1.29
H 6.78 1.21 -1.83
H 6.02 1.45 -0.25
C 5.19 -0.21 -1.36
H 5.53 -0.87 -0.56
H 5.44 -0.70 -2.30
H 4.94 3.14 -1.64
H 4.75 1.98 -2.97
H 2.60 1.87 -1.81
H 3.40 1.91 -0.24
H 4.32 0.07 1.38
H 1.20 0.49 0.11
H 0.29 2.12 2.40
H -0.14 2.48 0.71
H -0.93 -0.05 2.25
H -2.00 1.31 1.91
H -1.72 0.90 -0.55
H -3.18 -2.64 1.02
H -1.51 -2.18 1.29

For the highest occupied orbital energy, the calculation gives -7.4328 eV. As for the SMILES: CCN(CCCNC(=O)[C@H]1CCC(=O)N1C1CCCC1)c1cccc(C)c1. The molar mass comes out at 371.52 g/mol.